{
  "formula": "C30H45BrGdO2P2",
  "method": "the ωB97M-V functional and the def2-TZVPD basis",
  "total_charge": 1,
  "multiplicity": 8,
  "gap_ev": [6.048, 7.221],
  "s_squared": 15.901,
  "total_energy_ev": -145383.95115,
  "relative_energy_kcal_mol": 0.0,
  "homo_ev": [-10.782, -10.783],
  "species": ["Gd", "C", "C", "C", "C", "C", "C", "H", "H", "H", "C", "H", "H", "H", "C", "H", "H", "H", "C", "H", "H", "H", "C", "H", "H", "H", "C", "C", "C", "C", "C", "C", "C", "C", "H", "H", "H", "H", "H", "H", "H", "H", "H", "H", "H", "H", "P", "C", "C", "P", "C", "C", "C", "H", "H", "H", "H", "H", "H", "H", "H", "H", "H", "H", "H", "H", "H", "Br", "C", "C", "C", "C", "C", "C", "C", "O", "O", "H", "H", "H", "H"],
  "positions_angstrom": [[-0.215, -0.274, 1.620], [-2.098, -1.364, 3.198], [-1.703, -2.432, 2.337], [0.123, -1.858, 3.635], [-0.968, -0.994, 3.992], [-0.329, -2.734, 2.601], [-3.460, -0.778, 3.283], [-3.999, -0.866, 2.330], [-3.428, 0.283, 3.555], [-4.065, -1.293, 4.045], [-0.879, 0.181, 4.894], [-1.760, 0.830, 4.795], [0.009, 0.797, 4.683], [-0.810, -0.127, 5.945], [1.519, -1.734, 4.120], [1.658, -2.239, 5.084], [1.809, -0.685, 4.269], [2.233, -2.184, 3.415], [0.491, -3.755, 1.903], [0.482, -4.708, 2.448], [1.538, -3.440, 1.816], [0.114, -3.954, 0.891], [-2.592, -3.167, 1.396], [-2.958, -4.103, 1.843], [-2.075, -3.435, 0.465], [-3.473, -2.574, 1.120], [-1.134, 1.619, 0.290], [-2.211, 0.780, 0.357], [-2.666, -0.141, -0.738], [-1.564, -0.866, -1.537], [-0.369, -1.362, -0.763], [0.800, -0.660, -0.611], [1.010, 0.784, -1.017], [-0.171, 1.782, -0.861], [-3.273, 0.411, -1.477], [-1.235, -0.225, -2.370], [-3.342, -0.886, -0.287], [-0.718, 1.840, -1.817], [-1.041, 2.418, 1.039], [-2.958, 0.955, 1.138], [0.307, 2.768, -0.717], [1.872, 1.169, -0.435], [1.727, -1.179, -0.313], [1.310, 0.826, -2.081], [-2.046, -1.748, -1.991], [-0.375, -2.441, -0.569], [-0.684, 0.862, -5.003], [-0.764, 2.708, -5.017], [-2.061, 0.558, -6.197], [1.594, -0.917, -5.782], [0.736, 0.684, -6.190], [1.084, -1.887, -7.269], [3.270, -0.443, -6.396], [0.105, 3.102, -4.475], [-1.680, 3.022, -4.501], [-0.765, 3.092, -6.046], [-1.964, 1.201, -7.082], [-3.002, 0.787, -5.679], [-2.069, -0.497, -6.497], [3.228, -0.056, -7.422], [3.909, -1.333, -6.358], [3.682, 0.321, -5.726], [1.448, 1.511, -6.029], [0.380, 0.691, -7.235], [1.681, -2.808, -7.280], [1.262, -1.322, -8.193], [0.024, -2.154, -7.185], [0.153, 3.661, 2.985], [1.389, 3.053, 4.309], [1.248, 3.480, 5.639], [2.124, 3.002, 6.624], [3.136, 2.099, 6.278], [3.273, 1.662, 4.959], [2.399, 2.131, 3.966], [2.515, 1.614, 2.556], [3.527, 1.786, 1.896], [1.418, 0.980, 2.174], [0.453, 4.170, 5.895], [2.026, 3.359, 7.648], [3.809, 1.709, 7.043], [4.031, 0.936, 4.667]],
  "mulliken_spin": [7.305, 0.018, -0.036, -0.064, -0.034, 0.004, -0.007, 0.001, -0.002, -0.001, 0.003, -0.001, -0.004, 0.000, 0.001, -0.002, -0.001, -0.001, 0.003, 0.000, -0.002, 0.001, 0.000, 0.000, 0.001, -0.002, -0.065, 0.030, -0.013, 0.003, -0.008, -0.027, -0.011, 0.017, -0.001, 0.001, -0.004, -0.003, -0.010, 0.003, 0.001, -0.001, -0.004, 0.000, 0.000, -0.001, 0.000, 0.000, 0.000, 0.000, 0.000, 0.000, 0.000, 0.000, 0.000, 0.000, 0.000, 0.000, 0.000, 0.000, 0.000, 0.000, 0.000, 0.000, 0.000, 0.000, 0.000, 0.000, -0.001, 0.000, 0.000, 0.000, 0.000, -0.001, -0.005, -0.006, -0.074, 0.000, 0.000, 0.000, 0.000]
}


{
  "formula": "C30H45BrIrN3O4S3Si",
  "method": "the ωB97M-V functional and the def2-TZVPD basis",
  "total_charge": 2,
  "gap_ev": [5.130, 5.081],
  "total_energy_ev": -157752.48992,
  "homo_ev": [-12.396, -12.394],
  "species": ["Ir", "C", "C", "C", "C", "Si", "Br", "C", "C", "C", "C", "C", "C", "C", "C", "H", "H", "H", "H", "H", "H", "H", "H", "H", "H", "H", "H", "H", "H", "H", "H", "H", "H", "H", "H", "H", "H", "H", "H", "H", "H", "H", "N", "C", "S", "N", "C", "C", "C", "C", "C", "C", "H", "H", "H", "H", "H", "H", "H", "H", "O", "C", "O", "C", "C", "C", "C", "O", "C", "O", "C", "C", "H", "H", "H", "H", "H", "S", "C", "N", "C", "C", "S", "H", "H", "H", "H", "H"],
  "positions_angstrom": [[-0.489, -0.435, 0.239], [-4.527, -2.785, -1.310], [-3.937, -3.702, -2.396], [-4.989, -4.755, -2.818], [-3.606, -2.816, -3.607], [-2.436, -4.691, -1.834], [-1.102, -2.639, -0.421], [-2.648, -5.856, -0.370], [-3.040, -7.226, -0.969], [-3.766, -5.373, 0.570], [-1.372, -6.020, 0.481], [-1.087, -5.056, -3.093], [0.082, -5.814, -2.439], [-0.506, -3.795, -3.760], [-1.731, -5.960, -4.170], [-5.398, -2.275, -1.739], [-3.806, -2.023, -0.999], [-4.862, -3.325, -0.426], [-5.866, -4.235, -3.217], [-5.321, -5.374, -1.979], [-4.615, -5.422, -3.603], [-4.518, -2.291, -3.910], [-3.267, -3.396, -4.467], [-2.847, -2.065, -3.363], [-3.964, -7.180, -1.555], [-3.203, -7.927, -0.143], [-2.253, -7.643, -1.605], [-4.740, -5.339, 0.077], [-3.545, -4.389, 0.995], [-3.847, -6.082, 1.401], [-0.554, -6.485, -0.067], [-1.613, -6.671, 1.329], [-1.020, -5.068, 0.886], [0.545, -5.238, -1.630], [0.848, -5.989, -3.202], [-0.220, -6.790, -2.053], [-0.081, -3.104, -3.027], [-1.235, -3.258, -4.361], [0.304, -4.108, -4.427], [-2.131, -6.890, -3.750], [-0.960, -6.230, -4.898], [-2.539, -5.457, -4.712], [2.485, -0.960, 2.071], [2.578, 0.091, 1.276], [1.736, 0.178, -0.264], [3.378, 1.095, 1.558], [4.177, 1.268, 2.751], [5.066, 0.287, 3.160], [5.801, 0.484, 4.321], [5.640, 1.647, 5.060], [4.753, 2.626, 4.630], [4.024, 2.444, 3.467], [1.849, -1.698, 1.840], [2.743, -0.853, 3.045], [3.313, 1.889, 0.939], [5.216, -0.606, 2.562], [6.504, -0.274, 4.643], [6.208, 1.795, 5.969], [4.618, 3.532, 5.208], [3.318, 3.197, 3.131], [0.981, 1.049, 3.460], [0.197, 1.413, 2.625], [-0.574, 0.531, 1.929], [-0.084, 2.856, 2.347], [-0.566, 3.653, 3.364], [-0.907, 4.994, 3.132], [-0.710, 5.477, 1.866], [-0.952, 6.735, 1.395], [-0.554, 6.745, 0.017], [-0.095, 5.417, -0.298], [-0.203, 4.686, 0.851], [0.107, 3.368, 1.048], [-0.676, 3.231, 4.357], [-1.300, 5.632, 3.915], [0.249, 7.460, -0.132], [-1.403, 6.998, -0.611], [0.486, 2.760, 0.234], [-1.803, 0.885, -1.238], [-3.273, 1.106, -0.373], [-4.404, 1.241, -1.017], [-5.631, 1.339, -0.215], [-5.182, 1.812, 1.159], [-3.446, 1.261, 1.331], [-4.434, 1.184, -2.027], [-6.108, 0.361, -0.167], [-6.326, 2.037, -0.674], [-5.769, 1.382, 1.965], [-5.185, 2.896, 1.245]],
  "lowdin_charge": [0.523, -0.108, -0.622, -0.065, -0.088, 0.869, 0.355, -0.625, -0.063, -0.090, -0.100, -0.627, -0.089, -0.096, -0.064, 0.092, 0.026, 0.062, 0.103, 0.072, 0.084, 0.096, 0.072, 0.077, 0.082, 0.106, 0.074, 0.070, 0.079, 0.101, 0.063, 0.100, 0.031, 0.080, 0.101, 0.073, 0.043, 0.061, 0.100, 0.081, 0.105, 0.074, 0.175, -0.760, 0.686, 0.099, -0.234, -0.032, -0.053, -0.053, -0.047, -0.014, 0.104, 0.132, 0.145, 0.123, 0.117, 0.117, 0.118, 0.122, 0.120, -0.540, -0.337, -0.169, -0.013, 0.039, -0.207, 0.051, -0.090, 0.041, -0.206, 0.040, 0.129, 0.132, 0.141, 0.139, 0.085, 0.627, -1.021, -0.031, -0.173, -0.357, 1.032, 0.159, 0.127, 0.136, 0.094, 0.093]
}